#w
The following is a quantum chemistry calculation of the molecule C5H11NO2, from OMol25.

Geometry as ORCA input:
```
! RIJCOSX wB97M-V def2-TZVPD def2/J DEFGRID3
* xyz 0 1
C -2.33 -0.27 0.71
N -1.23 0.52 1.23
C 0.06 0.12 1.34
O 0.85 0.64 2.11
C 0.54 -0.94 0.35
C 0.44 -0.43 -1.10
C 1.30 0.82 -1.31
O 2.68 0.56 -1.20
H -2.76 -0.91 1.48
H -3.13 0.42 0.44
H -2.02 -0.90 -0.11
H -1.46 1.46 1.55
H 1.58 -1.11 0.57
H 0.05 -1.89 0.50
H -0.57 -0.23 -1.43
H 0.91 -1.17 -1.74
H 0.97 1.69 -0.75
H 1.15 1.12 -2.35
H 2.97 0.50 -0.27
*
```

Output
- Structure (SMILES): CNC(=O)CCCO
- LUMO: 0.8043 eV
- Orbital gap: 0.385 Ha

Atom charges from the Löwdin analysis, given in e for atoms 1 to 6:
1 C -0.078
2 N 0.019
3 C -0.515
4 O 0.058
5 C -0.115
6 C -0.171



#x
The following is a quantum chemistry calculation of the molecule C5H11NO2, from OMol25.

Geometry as ORCA input:
```
! RIJCOSX wB97M-V def2-TZVPD def2/J DEFGRID3
* xyz 0 1
C -1.38 -0.73 -1.62
C 0.13 -0.45 -1.91
C 0.46 0.93 -1.34
O 0.62 1.86 -2.08
N 0.52 1.06 0.02
C 0.76 -0.06 0.91
C 0.51 0.33 2.37
O -0.71 -0.10 2.98
H -1.65 -1.55 -2.29
H -1.53 -1.02 -0.59
H -2.02 0.10 -1.88
H 0.68 -1.28 -1.47
H 0.30 -0.38 -2.98
H 0.79 1.93 0.42
H 1.80 -0.42 0.92
H 0.20 -0.97 0.71
H 0.47 1.42 2.52
H 1.32 -0.13 2.95
H -1.27 -0.53 2.36
*
```

Output
- Structure (SMILES): CCC(=O)NCCO
- LUMO: 0.7318 eV
- Orbital gap: 0.382 Ha

Atom charges from the Löwdin analysis, given in e for atoms 1 to 6:
1 C -0.082
2 C -0.144
3 C -0.515
4 O 0.068
5 N 0.080
6 C -0.190



The calculated energies rank the structures as follows, beginning with the most stable: #w, #x.



#w
The following is a quantum chemistry calculation of the molecule C5H11NO2, from OMol25.

Geometry as ORCA input:
```
! RIJCOSX wB97M-V def2-TZVPD def2/J DEFGRID3
* xyz 0 1
C 2.42 -0.45 -0.51
C 1.25 -0.56 0.54
N 0.06 -0.64 -0.29
O 0.01 0.62 -1.16
C -0.78 1.52 -0.47
C -1.59 0.85 0.66
C -1.20 -0.62 0.43
O -2.14 -1.15 -0.49
H 2.55 0.49 -0.94
H 3.42 -0.66 -0.09
H 2.03 -1.28 -1.23
H 1.47 -1.56 0.92
H 1.07 0.31 1.16
H -1.48 1.96 -1.22
H -0.04 2.31 -0.12
H -1.20 1.27 1.59
H -2.71 0.89 0.63
H -1.11 -1.27 1.37
H -2.01 -2.00 -0.80
*
```

Output
- Structure (SMILES): CCN1OCC[C@H]1O
- LUMO: 0.9227 eV
- Orbital gap: 0.364 Ha

Atom charges from the Löwdin analysis, given in e for atoms 1 to 6:
1 C -0.077
2 C -0.211
3 N -0.093
4 O -0.107
5 C -0.236
6 C -0.081



#x
The following is a quantum chemistry calculation of the molecule C5H11NO2, from OMol25.

Geometry as ORCA input:
```
! RIJCOSX wB97M-V def2-TZVPD def2/J DEFGRID3
* xyz 0 1
C 0.69 2.96 -0.41
C 0.33 1.70 -0.43
O 1.16 0.62 -0.27
C 0.61 -0.39 0.53
C 1.47 -1.63 0.25
C -1.01 -0.70 0.39
N -1.57 -1.27 -0.82
O -1.88 0.34 0.79
H 1.72 3.28 -0.36
H -0.05 3.73 -0.57
H -0.73 1.37 -0.47
H 0.69 -0.08 1.58
H 2.47 -1.46 0.65
H 1.06 -2.52 0.73
H 1.55 -1.78 -0.82
H -1.11 -1.51 1.15
H -1.02 -2.06 -1.14
H -1.58 -0.58 -1.56
H -2.78 -0.01 0.76
*
```

Output
- Structure (SMILES): C=CO[C@H](C)[C@H](N)O
- LUMO: 0.8851 eV
- Orbital gap: 0.359 Ha

Atom charges from the Löwdin analysis, given in e for atoms 1 to 6:
1 C 0.038
2 C -0.226
3 O -0.074
4 C -0.307
5 C -0.037
6 C -0.412



The calculated energies rank the structures as follows, beginning with the most stable: #x, #w.